[1]
C5H8N | ωB97M-V/def2-TZVPD

Geometry as XYZ:
```
14
Properties=species:S:1:pos:R:3:forces:R:3
C 0.8586 -1.1573 0.1218 -0.118 -3.594 -0.596
C 0.1748 0.1091 -0.0399 -0.591 -0.044 0.472
C -2.7827 1.7568 -0.3870 2.114 -2.386 1.666
C -1.4798 1.9431 -0.1537 -2.887 0.632 -0.987
C 2.4041 -1.5015 0.2286 -2.370 1.738 0.607
N -0.6063 0.9577 -0.0713 2.865 -3.588 0.255
H 0.6521 -1.8088 -0.8340 -0.685 1.379 1.739
H -3.3653 2.5998 -0.4066 -1.644 1.652 -0.344
H -3.1659 0.7420 -0.2105 -0.231 0.583 -0.766
H -1.0108 2.8498 -0.1036 0.816 2.511 0.025
H 2.6994 -0.8778 1.0561 1.257 -0.190 0.033
H 2.3306 -2.5430 0.4606 0.585 -0.510 0.267
H 2.8210 -1.3429 -0.7306 1.055 0.343 -0.531
H 0.4701 -1.7270 1.0701 -0.167 1.475 -1.841
```
Forces are in eV/Å.

**Kohn-Sham gap**: 10.161 eV
**Net charge**: +1

Results of the Mulliken charge analysis, in e, for atoms 1 through 6: atom 1 (C): -0.61, atom 2 (C): 0.43, atom 3 (C): -0.70, atom 4 (C): 0.15, atom 5 (C): -0.94, atom 6 (N): 0.05

[2]
C6H9N3O2S | ωB97M-V/def2-TZVPD

Geometry as XYZ:
```
21
Properties=species:S:1:pos:R:3:forces:R:3
C -2.9043 -0.5300 -1.2498 1.667 0.982 -1.170
C -2.5396 -0.8130 0.0285 -1.413 -0.312 1.484
C -1.8702 -0.0836 -2.1325 -1.479 0.029 -0.148
C -1.2448 -0.6757 0.5316 -0.629 -0.595 -4.709
C -0.5302 -0.0579 -1.7502 0.314 -1.711 -0.635
C -0.2881 -0.5794 -0.4711 -3.114 1.312 -1.177
N 1.4614 -0.8300 1.8210 -2.019 -2.816 0.199
N 3.2427 1.3080 1.1639 -3.133 -1.321 -0.197
N 1.6106 -0.6237 0.4790 3.113 -0.275 2.688
O 0.7420 1.7460 1.0520 1.246 -0.954 -0.704
O 1.8838 1.3544 -1.1280 0.199 -0.790 1.087
S 1.7453 1.0281 0.2697 1.316 2.476 1.064
H -3.9395 -0.5653 -1.5341 -0.125 -0.109 -0.328
H -3.3112 -1.2135 0.7203 0.455 0.546 -0.354
H -2.1911 0.2140 -3.1405 0.413 -0.063 0.344
H -1.2229 -0.9660 1.4928 1.140 -0.818 3.310
H 0.2818 0.0766 -2.5424 -1.200 0.034 1.460
H 0.6277 -0.3905 2.2121 0.575 1.611 0.096
H 1.1657 -1.8362 2.1126 1.578 1.499 -1.569
H 3.1900 2.2603 1.3638 -0.249 2.047 0.753
H 4.0908 1.1773 0.7014 1.346 -0.771 -1.494
```
Forces are in eV/Å.

**Kohn-Sham gap (spin up / spin down)**: 7.397 / 6.487 eV
**Multiplicity**: 3

Results of the Mulliken charge analysis, in e, for atoms 1 through 6: atom 1 (C): -0.45, atom 2 (C): -0.55, atom 3 (C): -0.38, atom 4 (C): -0.12, atom 5 (C): -0.33, atom 6 (C): 0.16

[3]
C43H60GeN6P3S2V | ωB97M-V/def2-TZVPD

Geometry as XYZ:
```
116
Properties=species:S:1:pos:R:3:forces:R:3
V -0.4079 -1.0654 1.1894 -0.538 -1.741 -0.039
C 2.6700 1.2747 1.5452 -0.050 -0.037 0.139
C 1.8503 1.1847 2.8363 0.002 -0.128 -0.263
C 2.1139 2.4380 3.6716 -0.071 -0.064 0.078
P 0.0460 0.8480 2.4940 0.496 1.525 0.580
C -0.5400 2.2557 1.4618 -0.227 -0.340 0.177
N -0.0714 2.2158 0.1122 0.151 -1.606 -0.643
Ge 0.2554 0.3617 -0.8304 0.076 1.576 -1.499
N -1.0262 0.0105 -2.3187 0.741 -0.082 1.084
C -2.0591 -0.9561 -2.0666 0.138 -0.034 0.240
P -2.6528 -0.8715 -0.3143 -0.213 0.012 -0.765
C -3.7136 -2.4219 -0.2164 0.217 0.020 0.274
C -4.2553 -2.9246 -1.5584 0.133 -0.011 0.000
C -4.8632 -2.3578 0.8172 0.078 -0.003 0.011
C -3.8454 0.5727 -0.2627 0.280 -0.012 0.245
C -5.1615 0.3435 -1.0050 0.029 -0.161 0.057
C -3.2261 1.8757 -0.7788 0.074 -0.045 0.054
C -1.2783 1.0153 -3.2269 -0.108 0.391 -0.252
C -2.3050 1.0022 -4.1821 0.098 -0.170 0.168
C -2.5726 2.1233 -4.9481 0.040 0.162 -0.033
C -1.8360 3.2867 -4.7823 -0.084 -0.028 -0.085
C -0.7663 3.2886 -3.9001 0.118 -0.055 0.106
C -0.4633 2.1521 -3.1719 -0.255 -0.028 -0.063
N 0.7481 1.9845 -2.3877 0.055 0.200 -0.406
C 1.1407 3.1842 -1.6753 0.029 0.172 0.216
C 1.9580 4.1759 -2.1894 -0.048 -0.112 -0.049
C 2.1633 5.3550 -1.4893 0.004 0.100 0.056
C 1.5196 5.5408 -0.2768 0.064 0.039 -0.105
C 0.7407 4.5356 0.2670 -0.101 -0.246 0.054
C 0.5797 3.3054 -0.3939 0.259 0.527 -0.179
C 1.8014 1.4495 -3.2381 0.222 -0.128 -0.008
C 2.1449 1.9545 -4.4801 -0.126 0.033 0.095
C 3.2581 1.4693 -5.1492 0.104 -0.029 -0.029
C 4.0239 0.4762 -4.5609 -0.052 0.102 -0.105
C 3.6468 -0.0780 -3.3502 -0.057 -0.129 0.189
C 2.4968 0.3725 -2.6876 0.029 0.214 -0.374
N 1.9914 -0.1835 -1.5366 -0.933 0.012 0.910
C 2.8138 -1.1912 -0.9378 -0.222 0.299 0.072
P 2.0525 -2.0600 0.4894 0.399 -0.197 -0.450
C 3.6344 -2.3949 1.4775 -0.296 0.037 0.306
C 4.8768 -2.6324 0.6095 -0.002 0.118 -0.106
C 3.5358 -3.5297 2.5074 -0.035 0.063 -0.069
C 1.4653 -3.6798 -0.2245 -0.176 0.206 0.048
C 2.4164 -4.4881 -1.1018 -0.015 0.047 0.070
C 0.1820 -3.3375 -0.9924 0.327 0.023 0.031
C -0.6871 1.2955 4.1554 -0.147 -0.423 -0.065
C -2.2130 1.3951 4.2402 0.122 0.058 -0.125
C -0.1313 0.3621 5.2395 0.009 0.114 -0.005
H 3.7337 1.3017 1.7882 0.009 -0.020 0.012
H 2.4337 2.1835 0.9905 0.026 -0.023 -0.010
H 2.4884 0.4211 0.8961 0.060 0.131 -0.040
H 2.1731 0.2992 3.3967 0.000 0.020 0.014
H 1.7156 3.3298 3.1835 0.032 0.020 0.001
H 3.1925 2.5700 3.7652 0.007 0.029 -0.028
H 1.7091 2.3754 4.6794 0.042 0.054 -0.021
H -0.2349 3.1593 1.9919 -0.080 -0.076 -0.014
H -1.6372 2.1979 1.5019 0.019 0.186 0.090
H -1.6964 -1.9749 -2.2324 -0.184 0.013 -0.079
H -2.9323 -0.8004 -2.6979 0.044 -0.057 -0.010
H -2.9867 -3.1628 0.1353 -0.034 -0.002 0.020
H -4.9213 -2.2037 -2.0296 -0.019 -0.013 -0.010
H -4.8303 -3.8305 -1.3604 -0.030 0.006 -0.036
H -3.4668 -3.1901 -2.2614 -0.044 0.013 -0.019
H -5.8263 -2.3209 0.3112 -0.007 -0.027 -0.036
H -4.8033 -1.5037 1.4858 -0.074 -0.011 0.008
H -4.8580 -3.2537 1.4377 -0.007 0.005 0.005
H -4.0560 0.6797 0.8083 -0.013 -0.009 -0.010
H -4.9872 0.1505 -2.0649 -0.007 0.024 -0.015
H -5.7474 1.2611 -0.9349 -0.005 0.010 -0.023
H -5.7590 -0.4610 -0.5882 -0.008 -0.001 -0.043
H -3.2878 1.9156 -1.8661 0.030 0.005 -0.007
H -2.1822 1.9999 -0.5043 0.011 0.077 -0.037
H -3.7873 2.7274 -0.3905 -0.051 -0.039 0.018
H -2.8866 0.1043 -4.3421 -0.033 0.062 -0.035
H -3.3685 2.0890 -5.6805 -0.006 -0.017 0.012
H -2.0602 4.1687 -5.3657 -0.014 0.007 0.030
H -0.1605 4.1773 -3.7866 0.056 0.012 0.016
H 2.4428 4.0409 -3.1439 -0.015 -0.054 -0.087
H 2.7917 6.1296 -1.9060 0.010 -0.018 0.007
H 1.6247 6.4775 0.2553 -0.005 -0.008 0.007
H 0.2279 4.7148 1.2021 0.106 0.111 -0.030
H 1.5446 2.7255 -4.9411 -0.043 0.081 0.051
H 3.5344 1.8819 -6.1095 -0.024 -0.016 -0.006
H 4.9174 0.1173 -5.0545 -0.008 -0.018 0.005
H 4.2504 -0.8672 -2.9239 0.008 0.028 -0.056
H 3.7402 -0.7313 -0.5798 -0.020 -0.094 -0.040
H 3.0837 -1.9547 -1.6736 0.104 -0.046 0.081
H 3.7877 -1.4542 2.0203 -0.028 -0.009 -0.008
H 4.7765 -3.5024 -0.0346 0.006 -0.048 0.000
H 5.7157 -2.8143 1.2813 0.005 -0.021 -0.008
H 5.1456 -1.7791 -0.0081 0.067 -0.075 0.021
H 3.1830 -4.4592 2.0572 0.013 -0.016 -0.004
H 2.8838 -3.2837 3.3340 -0.093 -0.027 0.075
H 4.5281 -3.7169 2.9191 0.012 -0.009 -0.057
H 1.2025 -4.2845 0.6461 -0.034 0.014 -0.001
H 2.7624 -3.9277 -1.9703 0.021 -0.016 -0.017
H 1.8807 -5.3626 -1.4751 0.011 -0.012 -0.007
H 3.2786 -4.8498 -0.5474 0.027 -0.004 0.002
H 0.3945 -2.6272 -1.7973 -0.071 0.004 0.016
H -0.5787 -2.9099 -0.3162 -0.089 -0.047 -0.058
H -0.2523 -4.2337 -1.4375 -0.098 0.004 0.045
H -0.3018 2.3044 4.3159 0.062 -0.009 -0.099
H -2.6719 0.4230 4.3790 -0.079 -0.095 -0.020
H -2.6561 1.8696 3.3641 -0.052 -0.021 0.017
H -2.4711 2.0048 5.1074 0.030 -0.003 0.011
H -0.1358 -0.6728 4.9056 -0.044 -0.109 0.021
H -0.7494 0.4222 6.1361 0.019 0.037 0.004
H 0.8903 0.6156 5.5216 -0.002 -0.046 -0.015
S -2.3056 -1.4045 2.4347 -0.025 0.120 0.370
C -1.9839 -2.4612 3.7652 0.356 -0.024 -0.170
C -3.0301 -2.6952 4.6962 -0.331 -0.047 0.273
N -3.8904 -2.8491 5.4438 0.060 0.011 -0.070
C -0.7576 -3.0231 3.8545 -0.094 0.304 -0.449
S 0.4208 -2.5834 2.6595 -0.020 -0.272 0.642
C -0.3291 -3.9371 4.8527 0.056 -0.234 0.273
N 0.0856 -4.6850 5.6216 -0.058 0.063 -0.017
```
Forces are in eV/Å.

**Kohn-Sham gap (spin up / spin down)**: 5.438 / 6.104 eV
**Net charge**: +1
**Multiplicity**: 2

Results of the Mulliken charge analysis, in e, for atoms 1 through 6: atom 1 (V): -0.70, atom 2 (C): -1.52, atom 3 (C): 0.27, atom 4 (C): -1.58, atom 5 (P): 1.51, atom 6 (C): -2.08

[4]
C20H48F6N3O8 | ωB97M-V/def2-TZVPD

Geometry as XYZ:
```
85
Properties=species:S:1:pos:R:3:forces:R:3
O -0.8625 0.7924 -0.3394 1.280 -1.072 -1.709
H -1.4534 0.0547 -0.1713 -0.780 -1.907 1.972
H -1.2733 1.1867 -1.1124 0.116 0.956 -1.655
H -0.8629 1.4368 0.3722 -0.627 1.339 2.847
C -0.7655 3.4294 1.7432 -3.342 -2.289 -0.684
O 0.1961 3.3005 0.7204 1.825 1.824 0.666
O -1.3471 2.1656 1.8353 1.877 2.235 0.792
C -0.3942 4.2204 3.1188 0.554 -0.649 -0.046
F -0.5390 5.5753 3.0341 0.321 -0.248 -0.648
F -1.1962 3.9124 4.1587 0.273 -0.521 -0.533
F 0.9047 4.0134 3.5469 -0.824 0.129 -0.260
C 0.9635 4.4780 0.3413 1.039 -2.193 -0.609
C 1.9761 3.8690 -0.6298 -0.785 0.633 -0.560
H 2.3046 2.8908 -0.2788 0.364 0.299 -0.034
H 1.4381 3.7476 -1.5700 0.144 -0.421 -0.176
H 2.7426 4.6145 -0.8417 0.484 -0.337 0.159
H 1.5560 4.8648 1.1704 -0.624 0.409 0.323
H 0.4379 5.2087 -0.2736 -0.633 0.311 0.771
H -1.5213 4.0565 1.2702 -0.384 1.151 0.380
C -2.4135 -2.5063 1.0661 1.595 1.808 2.747
O -1.2446 -3.3344 1.3786 -1.285 -1.985 -0.325
O -1.9168 -1.2348 1.1515 -1.399 -1.265 -2.943
C -3.3090 -3.1724 -0.0801 1.329 1.211 2.150
F -4.0766 -2.2875 -0.6226 -2.681 2.254 -0.166
F -2.7011 -3.6450 -1.1136 2.176 -2.312 -1.642
F -4.1028 -4.1585 0.4662 0.218 0.111 -0.284
C -1.4568 -4.6765 1.9071 -0.111 1.398 -0.225
C -0.0835 -5.1714 1.9634 1.669 -1.569 0.071
H 0.5782 -4.4533 2.4476 0.119 0.235 -0.672
H 0.0889 -6.0873 2.5287 -0.553 -0.333 0.354
H 0.1619 -5.4827 0.9480 0.839 0.620 -0.060
H -2.0304 -5.3471 1.2673 -0.441 0.247 -0.164
H -1.8676 -4.7129 2.9161 -0.597 0.569 0.113
H -3.0542 -2.5714 1.9455 -0.851 -0.764 0.301
C 4.1049 0.9792 0.8917 -1.454 -0.077 -0.780
C 3.0826 0.6095 1.9943 0.092 0.787 0.707
C 3.1316 1.5711 3.2240 -0.594 0.051 -1.015
O 4.3206 2.2391 3.2969 4.653 1.187 0.880
C 4.8455 2.6257 4.5927 -1.114 -1.388 -1.208
N 1.6772 0.5241 1.5831 0.547 -0.348 -0.060
H 4.9622 0.3060 0.8969 0.267 0.508 0.257
H 4.3181 2.0430 0.7874 0.513 -0.085 0.611
H 3.6099 0.7988 -0.0625 -0.172 -0.415 -0.174
H 3.3741 -0.3819 2.3411 -0.111 -0.141 0.010
H 2.9278 0.9690 4.1095 -0.407 0.287 0.341
H 2.5020 2.4400 3.0325 -1.493 -0.844 0.311
H 5.8149 3.1217 4.5438 -0.334 0.451 -0.654
H 5.0841 1.6979 5.1127 -0.383 -0.093 0.614
H 4.0639 3.2132 5.0745 0.301 0.130 0.514
H 1.1848 0.0797 2.3448 -0.341 -0.652 -0.109
H 1.2225 1.4259 1.5947 0.076 0.572 -0.436
C 1.2560 -1.2884 -2.4142 0.236 0.550 -1.971
C 0.9185 -2.2427 -1.3617 0.097 -0.958 0.516
C 0.7377 -3.7156 -1.9288 0.105 1.633 2.370
O -0.1022 -3.7684 -3.0370 -0.433 -1.424 -0.966
C -0.2121 -5.1353 -3.5358 0.405 1.175 0.600
N 2.0403 -2.1582 -0.3929 -0.211 -1.063 0.213
H 1.2985 -0.2799 -2.0029 -0.565 0.172 -0.346
H 0.6159 -1.4496 -3.2816 -0.303 0.787 -0.051
H 2.2624 -1.4645 -2.7941 0.326 -0.281 -0.059
H 0.0221 -1.8956 -0.8479 -0.173 -0.385 0.158
H 0.3017 -4.2956 -1.1154 -0.036 -0.224 0.197
H 1.7599 -4.0733 -2.0521 0.271 -0.390 -0.793
H -1.0056 -5.2164 -4.2787 0.339 0.466 -0.244
H -0.4699 -5.8826 -2.7854 -0.054 0.265 0.635
H 0.7848 -5.3986 -3.8893 -0.071 -0.263 -0.542
H 2.8373 -2.5631 -0.8630 0.343 -0.452 -0.162
H 2.3089 -1.1846 -0.3846 -0.328 0.407 0.636
C -2.4791 -0.3137 -3.4376 -1.900 -1.446 0.912
C -2.4210 1.1826 -3.4793 -0.825 0.757 1.249
C -3.5107 2.0174 -2.6421 3.143 -2.057 -0.872
O -3.1828 1.9230 -1.2111 0.478 -0.394 -4.598
C -4.3369 2.1560 -0.5597 -0.323 1.307 3.005
N -1.1016 1.5218 -2.9388 -0.628 0.310 -1.039
H -3.4423 -0.6831 -3.7896 -0.423 0.245 -0.418
H -2.5137 -0.7098 -2.4227 0.443 0.181 0.368
H -1.7825 -0.9609 -3.9705 0.588 0.776 -0.210
H -2.6624 1.4768 -4.5007 0.509 0.474 -0.317
H -4.4706 1.6504 -3.0053 -0.441 -0.178 0.827
H -3.3998 3.0397 -3.0038 -0.004 0.309 0.272
H -4.8907 2.9891 -0.9924 -0.667 -0.348 -0.400
H -3.9491 2.6060 0.3542 -0.651 -0.361 0.893
H -4.8591 1.2229 -0.3483 -0.610 0.197 -0.109
H -0.9580 2.5145 -3.0571 0.072 0.762 0.106
H -0.4964 1.1415 -3.6524 0.946 -0.350 0.079
```
Forces are in eV/Å.

**Kohn-Sham gap (spin up / spin down)**: 1.673 / 6.568 eV
**Net charge**: -2
**Multiplicity**: 2

Results of the Mulliken charge analysis, in e, for atoms 1 through 6: atom 1 (O): 0.82, atom 2 (H): 0.29, atom 3 (H): 0.01, atom 4 (H): -0.06, atom 5 (C): 0.23, atom 6 (O): 0.44

> What is the formula in the fourth record?

C20H48F6N3O8